1.
231
Properties=species:S:1:pos:R:3 method="wB97M-V/def2-TZVPD" e_tot_ha=-4366.84329 multiplicity=2 charge=+1
O -0.7318 -6.8472 2.8715
H -1.1612 -7.5697 3.3296
H 0.0810 -6.7048 3.3564
O 0.0878 -0.7424 -1.8488
H -0.4481 -0.0422 -1.4761
H 0.7583 -0.9098 -1.1865
O -0.9537 -0.5378 4.7873
H -0.9879 -1.1512 4.0532
H -1.5348 0.1777 4.5295
O -1.9490 -6.1782 0.4905
H -1.5125 -6.2047 1.3419
H -2.8617 -5.9744 0.6949
O -1.4453 5.7699 -0.0937
H -1.5220 6.6832 -0.3697
H -2.1678 5.6436 0.5214
C 3.2016 -5.5438 1.9848
O 4.3506 -5.1855 1.1285
C 5.6009 -5.1672 1.7776
C 6.1562 -6.6345 1.8353
N 6.5316 -7.3385 0.6391
C 7.7943 -6.8488 0.0852
C 8.2542 -7.6224 -1.0852
O 7.2693 -7.5472 -2.0742
C 7.7519 -8.1507 -3.2677
H 2.2615 -5.3045 1.4877
H 3.0359 -4.9357 2.8741
H 3.3451 -6.5690 2.3261
H 5.5759 -4.6896 2.7571
H 6.2093 -4.5296 1.1362
H 5.4200 -7.2729 2.3237
H 7.0637 -6.5835 2.4369
H 5.7735 -7.2447 -0.0216
H 8.5988 -6.8900 0.8195
H 7.6708 -5.7969 -0.1725
H 8.5089 -8.6745 -0.9580
H 9.1531 -7.0972 -1.4080
H 6.8713 -7.9976 -3.8916
H 7.8429 -9.2361 -3.2266
H 8.7064 -7.7894 -3.6503
C -4.6828 -8.9710 11.7331
O -3.4239 -8.5925 11.2517
C -3.4909 -7.8654 10.0091
C -2.1240 -7.2958 9.5890
N -2.2858 -6.8206 8.2630
C -1.1515 -6.0057 7.7964
C -1.1168 -5.8087 6.3419
O 0.1166 -5.1145 6.0220
C 0.0343 -3.7101 6.2182
H -4.5366 -9.3324 12.7509
H -5.2114 -9.7743 11.2198
H -5.4115 -8.1604 11.7376
H -4.2452 -7.0802 10.0610
H -3.8937 -8.5537 9.2661
H -1.3261 -8.0276 9.4628
H -1.7877 -6.5841 10.3429
H -3.1162 -6.2493 8.1993
H -0.1534 -6.3681 8.0424
H -1.2076 -5.0556 8.3277
H -2.0149 -5.2670 6.0452
H -1.2319 -6.7420 5.7906
H -0.6869 -3.2215 5.5629
H 0.9505 -3.1944 5.9303
H 0.0041 -3.4571 7.2780
C -3.7015 1.4388 -2.4453
O -3.4640 0.8015 -3.7345
C -3.3893 -0.6176 -3.7933
C -3.3893 -1.1055 -5.2571
N -4.5663 -0.5297 -5.9573
C -5.8278 -1.3031 -5.6535
C -7.1740 -0.5584 -5.6370
O -7.5206 -0.1146 -6.9610
C -8.9573 0.1221 -7.0822
H -2.8640 1.8754 -1.9011
H -4.2888 0.7950 -1.7906
H -4.3968 2.2478 -2.6694
H -4.2574 -1.0769 -3.3205
H -2.4559 -0.8446 -3.2782
H -3.3284 -2.1801 -5.4287
H -2.5756 -0.5931 -5.7703
H -4.6388 0.4371 -5.6740
H -5.6357 -1.7545 -4.6801
H -5.9264 -2.0662 -6.4255
H -7.1562 0.2754 -4.9352
H -7.8888 -1.2403 -5.1764
H -9.5241 -0.8078 -7.1295
H -9.1475 0.7625 -7.9434
H -9.3133 0.7587 -6.2722
C -4.6261 -0.8837 0.9668
O -4.1897 0.2894 1.6660
C -2.7559 0.3385 1.8085
C -2.2511 1.5795 2.5653
N -2.6897 1.4432 3.9447
C -2.2901 2.5257 4.7437
C -2.9094 2.5010 6.1691
O -4.2854 2.0919 6.1214
C -5.0057 2.4366 7.3008
H -5.7017 -0.8305 0.7983
H -4.4684 -1.8205 1.5011
H -4.2295 -1.1575 -0.0109
H -2.3105 0.2664 0.8162
H -2.4273 -0.4955 2.4285
H -2.3923 2.4914 1.9850
H -1.1670 1.4703 2.5968
H -3.6924 1.3255 3.9147
H -2.5776 3.5009 4.3507
H -1.2115 2.5611 4.8972
H -2.8924 3.4326 6.7347
H -2.3385 1.7032 6.6442
H -4.7506 1.9023 8.2159
H -5.9717 1.9923 7.0611
H -5.1960 3.4938 7.4861
C -4.3382 5.0137 -2.0064
O -4.8677 5.7384 -3.0517
C -6.1626 6.4100 -2.7565
C -6.5037 7.5212 -3.8010
N -6.3934 7.0428 -5.2019
C -7.5401 6.2537 -5.6874
C -7.2490 5.8747 -7.1284
O -6.3179 4.8463 -7.2542
C -6.6619 3.5721 -6.6345
H -5.0156 4.2041 -1.7345
H -4.1690 5.6724 -1.1545
H -3.3730 4.5601 -2.2317
H -6.0315 6.7985 -1.7466
H -6.8627 5.5755 -2.7162
H -5.8462 8.3564 -3.5599
H -7.4994 7.9466 -3.6755
H -5.6558 6.3575 -5.1216
H -8.3739 6.9550 -5.6557
H -7.8638 5.3843 -5.1151
H -6.8546 6.7011 -7.7196
H -8.1592 5.5495 -7.6321
H -6.7459 3.7313 -5.5594
H -5.8122 2.8899 -6.6622
H -7.5578 3.1209 -7.0608
C 9.2817 0.4374 -1.0555
O 9.3974 1.4101 -0.0166
C 9.5050 2.7483 -0.4878
C 8.0871 3.1447 -0.9684
N 7.9686 4.5948 -1.1954
C 6.6722 5.0075 -1.6312
C 5.6530 5.1545 -0.5004
O 4.4289 5.6455 -1.1464
C 3.3765 5.9419 -0.1257
H 8.4296 0.6209 -1.7100
H 9.1471 -0.4921 -0.5024
H 10.1371 0.4211 -1.7309
H 10.2919 2.7297 -1.2418
H 9.8020 3.3996 0.3342
H 7.5017 2.9800 -0.0638
H 7.8314 2.5842 -1.8676
H 8.7209 4.9591 -1.7623
H 6.1957 4.3695 -2.3755
H 6.7085 5.9394 -2.1954
H 6.0000 5.9635 0.1424
H 5.5397 4.1977 0.0093
H 2.6548 6.6651 -0.5055
H 3.8100 6.3398 0.7918
H 2.9176 5.0333 0.2640
C -0.0420 2.7917 -0.9824
O -0.1279 1.5642 -0.3363
C 0.9934 1.3814 0.5735
C 0.9599 0.1214 1.4119
N 1.7906 -0.9403 0.8291
C 1.7730 -2.1959 1.6180
C 0.4061 -2.9328 1.6209
O -0.5347 -2.2924 2.4801
C -1.7255 -3.0900 2.6277
H 0.4506 2.7583 -1.9541
H 0.4243 3.5500 -0.3533
H -1.0766 3.0755 -1.1751
H 1.1187 2.3139 1.1237
H 1.9231 1.3605 0.0048
H -0.0873 -0.0437 1.6652
H 1.4536 0.2767 2.3712
H 2.7416 -0.6218 0.7092
H 1.9646 -1.9689 2.6667
H 2.5249 -2.8665 1.2021
H 0.5762 -3.9997 1.7653
H 0.0466 -2.7148 0.6152
H -2.4916 -2.5886 3.2191
H -1.4650 -4.0519 3.0694
H -2.0787 -3.2445 1.6082
C 2.9771 3.4299 -5.3102
O 1.8033 2.9803 -4.7208
C 1.2056 1.8761 -5.3565
C -0.2583 1.6386 -4.7479
N -1.3678 2.4596 -5.1880
C -1.0096 3.8957 -4.8802
C -2.1025 4.8591 -5.3382
O -1.9515 5.3897 -6.6488
C -3.1149 6.1172 -7.1255
H 2.9607 3.9686 -6.2576
H 3.7854 2.7220 -5.4936
H 3.3174 4.1916 -4.6086
H 1.7727 0.9604 -5.1889
H 1.1033 1.9207 -6.4407
H -0.1896 1.4902 -3.6703
H -0.4950 0.6757 -5.2007
H -2.2473 2.1888 -4.7718
H -0.1418 4.1965 -5.4673
H -0.8576 4.0567 -3.8130
H -2.0471 5.6098 -4.5499
H -3.0618 4.3418 -5.3276
H -3.0317 6.7207 -8.0294
H -3.4131 6.8819 -6.4083
H -3.9724 5.4614 -7.2764
C 3.9978 1.7191 -2.3647
O 5.1430 1.4202 -1.5306
C 5.3332 0.0263 -1.2770
C 5.9101 -0.1811 0.1539
N 4.8257 -0.1485 1.2078
C 5.3785 -0.4466 2.4898
C 4.4526 0.0770 3.6376
O 4.0327 1.3789 3.2861
C 3.4258 2.1800 4.2712
H 3.1167 1.3968 -1.8098
H 3.9100 1.1487 -3.2895
H 4.0302 2.7753 -2.6320
H 6.0029 -0.5488 -1.9165
H 4.3213 -0.3761 -1.2290
H 6.5591 0.6714 0.3541
H 6.5126 -1.0873 0.2163
H 4.4876 0.7949 1.3332
H 6.3455 0.0276 2.6576
H 5.4027 -1.5320 2.5870
H 5.0406 0.0991 4.5550
H 3.5693 -0.5553 3.7282
H 3.1919 3.1287 3.7883
H 4.1675 2.4262 5.0311
H 2.5695 1.6687 4.7109

2.
103
Properties=species:S:1:pos:R:3 method="wB97M-V/def2-TZVPD" e_tot_ha=-4345.50649 multiplicity=1 charge=+1
Os -0.2851 1.0680 -0.2800
I 9.1771 -0.1601 -2.2675
C 7.1759 -0.0602 -1.6887
C 6.4948 1.1454 -1.7804
C 5.1602 1.2010 -1.4028
C 4.4909 0.0708 -0.9257
C 5.1947 -1.1303 -0.8578
C 6.5281 -1.1973 -1.2330
C 3.0510 0.1958 -0.5337
C 2.1075 -0.6487 -1.1594
C 2.0722 -2.3848 -2.9152
C 1.0999 -1.5879 -3.7205
C -0.0210 -1.1521 -3.1389
C -1.1326 -0.4432 -3.7285
C -1.3039 -0.4583 -5.1855
C -0.9833 -1.5904 -5.9472
C -1.0793 -1.5645 -7.3271
C -1.4968 -0.4038 -7.9654
I -1.5506 -0.3234 -10.0457
C -1.8574 0.7195 -7.2310
C -1.7572 0.6880 -5.8492
C -2.0648 0.2218 -2.9414
N -1.9298 0.8455 -1.6858
C -3.1791 1.2753 -1.3647
C -3.5686 2.0239 -0.2237
C -5.0192 2.3907 -0.1135
C -5.8498 1.7335 0.7858
C -7.1795 2.1150 0.9319
C -7.6697 3.1726 0.1813
I -9.6646 3.7513 0.3964
C -6.8533 3.8436 -0.7183
C -5.5296 3.4451 -0.8650
C -2.7374 2.5595 0.7250
C -3.1415 3.5138 1.7297
C -2.0133 3.9663 2.3124
C -0.8912 3.2718 1.7110
N -1.3507 2.4146 0.7634
C 0.4708 3.5017 1.9803
C 1.5011 2.7353 1.4731
C 2.8985 2.9149 1.7885
C 3.6079 1.9938 1.1068
C 2.6794 1.2083 0.3284
N 1.3801 1.6565 0.6096
C 0.8370 4.7710 2.6923
C 1.4861 5.7708 1.9658
C 1.7682 7.0035 2.5406
C 1.4106 7.2347 3.8620
I 1.8587 9.0717 4.7454
C 0.7750 6.2504 4.6029
C 0.4854 5.0259 4.0140
C -4.1299 0.8989 -2.3886
C -3.4440 0.2847 -3.3654
N 0.8235 -0.3679 -1.1136
H 6.9929 2.0360 -2.1425
H 4.6228 2.1391 -1.4911
H 4.7096 -2.0228 -0.4830
H 7.0626 -2.1359 -1.1615
H 2.9012 -2.7877 -3.4872
H 1.2906 -1.4245 -4.7723
H -0.6962 -2.5127 -5.4505
H -0.8373 -2.4482 -7.9029
H -2.1984 1.6149 -7.7320
H -2.0021 1.5756 -5.2786
H -5.4559 0.9155 1.3810
H -7.8202 1.5953 1.6323
H -7.2375 4.6759 -1.2943
H -4.8832 3.9683 -1.5632
H -4.1554 3.8334 1.9152
H -1.9405 4.7084 3.0924
H 3.2788 3.6475 2.4880
H 4.6748 1.8365 1.1487
H 1.7429 5.5906 0.9268
H 2.2583 7.7768 1.9622
H 0.5025 6.4386 5.6340
H -0.0061 4.2571 4.6017
H -5.1904 1.0945 -2.3531
H -3.8266 -0.1581 -4.2722
N 5.4984 -7.1321 0.0569
C 4.5209 -6.3666 -0.5255
C 4.1392 -6.5887 -1.8572
C 3.1519 -5.8205 -2.4437
C 2.5365 -4.8100 -1.7156
C 2.8922 -4.5877 -0.3866
C 3.8828 -5.3505 0.2002
S 1.1430 -3.9597 -2.3971
O 0.8335 -4.5836 -3.7187
O 2.6426 -1.7082 -1.7902
N -0.0302 -1.2736 -1.7339
C -1.1265 -1.6082 -0.9876
N -1.2486 -0.9618 0.1875
C -2.3005 -1.2948 0.9435
C -3.2032 -2.2517 0.5485
C -2.9774 -2.8478 -0.6856
N -1.9461 -2.5291 -1.4612
H 5.9208 -7.8862 -0.4479
H 5.7359 -7.0143 1.0221
H 4.6225 -7.3764 -2.4271
H 2.8225 -6.0035 -3.4612
H 2.3776 -3.8234 0.1903
H 4.1579 -5.1818 1.2371
H -2.3981 -0.7586 1.8797
H -4.0409 -2.5229 1.1730
H -3.6335 -3.6205 -1.0749

3.
117
Properties=species:S:1:pos:R:3 method="wB97M-V/def2-TZVPD" e_tot_ha=-10501.82800 multiplicity=1 relative_energy_ev=0.433
Ti -0.5189 -0.9836 0.1428
C 0.6464 1.9386 -4.5525
C 0.8050 0.4458 -4.5729
C 1.5102 -0.1800 -5.6314
C 1.5526 -1.5343 -5.7002
C 0.9111 -2.3076 -4.7052
C 0.8273 -3.7152 -4.7200
Br 1.6513 -4.7120 -6.1061
C 0.1149 -4.3871 -3.7831
C -0.4729 -3.6853 -2.7153
Br -1.5580 -4.6595 -1.5221
C -0.3058 -2.3178 -2.5609
O -0.6927 -1.6548 -1.4276
C 0.2952 -1.6010 -3.6451
N 0.2469 -0.2468 -3.6081
H 1.5687 2.4419 -4.8508
H 0.3525 2.2681 -3.5609
H -0.1427 2.2317 -5.2554
H 1.9934 0.4268 -6.3882
H 2.0587 -2.0376 -6.5123
H -0.0101 -5.4586 -3.8414
O -3.1130 -2.3540 0.2254
C -2.6385 -1.2643 0.3137
C -3.5119 -0.0917 0.6448
C -4.7298 -0.2963 1.2907
C -5.5521 0.7791 1.5634
C -5.1655 2.0589 1.1674
C -3.9519 2.2578 0.5336
C -3.1043 1.1803 0.2810
P -1.4648 1.3546 -0.5746
C -2.1939 1.6070 -2.2392
C -2.4625 2.8382 -2.8269
C -3.1149 2.9042 -4.0525
C -3.5176 1.7462 -4.6978
C -3.2724 0.5134 -4.1054
C -2.6172 0.4460 -2.8894
C -1.0083 2.9412 0.2186
C -0.6288 4.1071 -0.4289
C -0.3516 5.2587 0.2988
C -0.4311 5.2549 1.6807
C -0.7724 4.0800 2.3432
C -1.0572 2.9361 1.6199
H -5.0093 -1.3067 1.5616
H -6.5025 0.6222 2.0608
H -5.8170 2.9043 1.3558
H -3.6644 3.2603 0.2313
H -2.1867 3.7620 -2.3435
H -3.3145 3.8730 -4.4955
H -4.0291 1.8012 -5.6511
H -3.5960 -0.3998 -4.5918
H -2.4382 -0.5154 -2.4360
H -0.4895 4.1269 -1.4962
H -0.0615 6.1603 -0.2278
H -0.2079 6.1533 2.2440
H -0.8173 4.0571 3.4266
H -1.3090 2.0215 2.1337
N 3.0746 -2.7539 2.5381
C 2.5588 -4.0162 2.9178
C 2.8495 -4.5427 4.1661
C 2.3835 -5.8039 4.5163
C 1.6067 -6.5268 3.6245
C 1.2819 -5.9800 2.3888
C 1.7683 -4.7328 2.0342
S 1.4060 -4.0140 0.4667
N 1.5527 -2.3569 0.7909
C 2.3895 -1.9486 1.6667
C 2.7562 -0.5058 1.6906
C 4.0242 -0.1148 2.0968
C 4.3354 1.2353 2.1011
C 3.3615 2.1416 1.7287
C 2.1391 1.6510 1.2950
N 1.8425 0.3528 1.2466
H 3.5054 -2.2570 3.2985
H 3.4587 -3.9673 4.8588
H 2.6300 -6.2119 5.4883
H 1.2502 -7.5155 3.8879
H 0.6652 -6.5305 1.6847
H 4.7727 -0.8529 2.3557
H 5.3225 1.5680 2.3939
H 3.5465 3.2075 1.7257
H 1.3725 2.3292 0.9502
C -5.8468 -0.3744 5.7203
C -4.5396 -0.6746 5.0351
C -4.2750 -1.9340 4.5119
C -3.0849 -2.2032 3.8495
C -2.1506 -1.1932 3.7230
C -2.3771 0.0735 4.2645
C -3.5705 0.3259 4.9117
S -0.6833 -1.4084 2.7768
O -0.8575 -2.5146 1.8211
O 0.4384 -1.5036 3.6578
O -0.6625 -0.1754 1.9092
H -6.4271 -1.2811 5.8872
H -6.4459 0.3079 5.1115
H -5.6765 0.1110 6.6819
H -5.0192 -2.7185 4.6062
H -2.8894 -3.1801 3.4201
H -1.6162 0.8397 4.1650
H -3.7659 1.3136 5.3173
O 7.3979 0.5005 -3.2489
N 6.9288 1.5737 -2.8979
O 7.5452 2.6315 -2.9215
C 5.5558 1.6007 -2.4211
C 4.8073 0.4506 -2.3995
C 3.4945 0.4653 -1.9589
C 2.8113 1.6859 -1.5375
O 1.6393 1.8018 -1.1508
C 3.7057 2.8272 -1.5944
C 5.0002 2.8028 -1.9837
N 3.1570 4.1259 -1.1839
O 2.3788 4.6683 -1.9502
O 3.5231 4.5943 -0.1163
N 2.8461 -0.8451 -1.9581
O 1.8272 -1.0545 -1.3200
O 3.3854 -1.7510 -2.5840
H 5.2462 -0.4842 -2.7083
H 5.6154 3.6928 -1.9699